No. 1
Below is an isolated ion of composition C5H10IN2S and charge +1 in a non-equilibrium geometry, with properties calculated with the ωB97M-V functional and the def2-TZVPD basis.

Values from the calculation:
Charge = +1
2S+1 = 1
E = -1001.5360 Ha
HOMO energy (alpha / beta) = -12.9 / -12.9 eV
Energy relative to the best compared isomer or geometry (same formula, charge and spin) = 336.1 kJ/mol
Frontier orbital gap (alpha / beta) = 7.752 / 7.754 eV

Last column: natural (NBO) charge in e.
Positions of all 19 atoms, in Å:
C -1.101 0.205 0.977  0.330
C -1.309 -1.339 0.727  -0.454
C 0.352 0.606 0.740  -0.642
C -1.401 -1.705 -0.799  -0.601
C 0.597 0.868 -0.713  -0.010
N -2.028 0.885 1.400  -0.556
N 2.046 0.822 -1.132  -0.775
S 0.006 -1.259 -1.770  0.143
I -0.439 2.459 -1.689  0.330
H -0.389 -1.781 1.236  0.214
H -2.175 -1.624 1.323  0.265
H 0.653 1.570 1.225  0.236
H 0.905 -0.113 1.288  0.259
H -1.458 -2.814 -0.704  0.273
H -2.343 -1.352 -1.429  0.256
H -1.813 1.797 1.706  0.350
H 2.488 0.388 -0.387  0.430
H 2.562 1.802 -1.328  0.473
H 2.098 0.079 -1.873  0.479

=====

No. 2
Below is C5H10MnO5 as an isolated structure in a non-equilibrium geometry, with properties calculated with the ωB97M-V functional and the def2-TZVPD basis.

Values from the calculation:
Charge = +1
⟨S²⟩ = 12.01
2S+1 = 7
E = -1723.3318 Ha
HOMO energy (alpha / beta) = -10.3 / -12.5 eV
Energy relative to the best compared isomer or geometry (same formula, charge and spin) = 0.0 kJ/mol
Frontier orbital gap (alpha / beta) = 3.906 / 5.933 eV

Last column: Löwdin spin population.
Positions of all 21 atoms, in Å:
C 0.502 1.072 1.129  0.107
C 1.757 0.630 0.430  0.013
O 1.644 -0.776 0.111  0.009
C 2.654 -1.354 -0.484  0.031
O 3.719 -0.724 -0.770  0.110
O 2.538 -2.568 -0.833  0.111
O 0.687 2.372 1.581  0.025
Mn 4.321 -2.360 -1.553  4.737
H 0.244 0.387 1.951  0.001
H 2.631 0.764 1.081  0.004
H 1.906 1.199 -0.496  0.001
H 0.044 2.583 2.287  0.000
H -0.615 0.939 0.422  0.022
C -2.265 0.779 -0.487  0.628
C -2.992 -0.519 -0.419  0.097
O -2.255 -1.512 -1.126  0.003
H -2.769 1.626 -0.018  0.028
H -1.888 1.060 -1.474  0.030
H -3.998 -0.422 -0.872  0.032
H -3.141 -0.824 0.631  0.011
H -2.722 -2.352 -1.091  0.000

=====

Q: charge of number 2 (C5H10MnO5)?
A: +1

=====

Q: The highest energy relative to the best compared isomer or geometry (same formula, charge and spin) belongs to which entry?
A: C5H10IN2S

=====

Q: Which value of E does entry 1 give?
A: -1001.5360 Ha